C5H11N | the ωB97M-V functional and the def2-TZVPD basis

Values from the calculation:
- Net charge: 0
- Gap between HOMO and LUMO: 0.28527 Eh
- DFT total energy: -251.663651 Ha
- E_HOMO: -8.38 eV
- LUMO energy: -0.618 eV
- Energy relative to the best compared isomer or geometry (same formula, charge and spin): 124.8 kcal per mole

Last column: natural (NBO) charge in e.
Atoms and positions in Å:
C1 1.0716 0.1807 -1.5372  -0.624
C2 0.5718 1.3953 -0.7490  -0.375
C3 -0.7722 1.1004 -0.0286  -0.456
C4 -0.8313 -0.1213 0.8585  -0.359
C5 -0.7916 -1.4443 0.3042  0.063
N1 -0.8913 -2.3625 1.2972  -0.751
H1 1.0518 -0.6661 -0.8604  0.216
H2 2.0450 0.3632 -1.9789  0.208
H3 0.2670 -0.1422 -2.1977  0.213
H4 1.3404 1.7628 -0.0752  0.196
H5 0.4398 2.1972 -1.4717  0.200
H6 -0.9698 1.9849 0.5791  0.213
H7 -1.5505 0.9977 -0.8038  0.222
H8 -0.7981 0.0462 1.9455  0.218
H9 0.8237 0.1184 1.4591  0.092
H10 -0.4379 -2.1158 2.1820  0.343
H11 -0.5684 -3.2944 1.0770  0.382

***

C12H10N4O7RuSe | the ωB97M-V functional and the def2-TZVPD basis

Values from the calculation:
- Net charge: 0
- Gap between HOMO and LUMO (alpha / beta): 0.30297 / 0.27713 Eh
- DFT total energy: -3705.126335 Ha
- Spin multiplicity: 5
- <S²>: 6.018
- E_HOMO (alpha / beta): -8.80 / -9.38 eV
- LUMO energy (alpha / beta): -0.554 / -1.844 eV

Last column: natural (NBO) charge in e.
Atoms and positions in Å:
Ru1 0.1758 0.3552 0.1656  1.331
O1 -1.1718 -1.5935 -3.1339  -0.593
C1 -0.6853 -0.8280 -2.3244  0.630
N1 -0.4711 -1.0778 -1.0089  -0.619
C2 -0.8869 -2.3398 -0.4319  -0.263
C3 -0.5272 -2.3425 1.0313  0.240
C4 -0.6864 -3.4558 1.8394  -0.238
C5 -0.3101 -3.3852 3.1690  -0.131
C6 0.2314 -2.2080 3.6641  -0.247
C7 0.3691 -1.1310 2.8143  0.085
N2 -0.0196 -1.2029 1.5328  -0.460
C8 -0.2164 0.5593 -2.6998  0.128
C9 -0.2334 1.0145 -3.9984  -0.202
C10 0.2540 2.2892 -4.2564  -0.140
C11 0.7489 3.0514 -3.2125  -0.231
C12 0.7366 2.5323 -1.9273  0.075
N3 0.2466 1.3154 -1.6893  -0.436
H1 -0.3984 -3.1797 -0.9346  0.233
H2 -1.9654 -2.4898 -0.5507  0.229
H3 -1.0947 -4.3647 1.4190  0.231
H4 -0.4277 -4.2466 3.8128  0.228
H5 0.5535 -2.1178 4.6910  0.240
H6 0.8047 -0.1916 3.1351  0.257
H7 -0.6183 0.3626 -4.7697  0.254
H8 0.2561 2.6780 -5.2658  0.229
H9 1.1512 4.0405 -3.3765  0.238
H10 1.1317 3.0757 -1.0758  0.260
O2 2.4668 0.6064 0.5611  -1.065
Se1 2.1859 1.9206 1.5333  2.725
O3 2.6251 3.3117 0.8686  -1.013
O4 0.4277 1.8530 1.3694  -0.983
O5 2.5057 1.6479 3.0793  -1.009
O6 -2.3164 2.0588 3.0664  -0.231
N4 -2.3444 2.1379 1.8908  0.556
O7 -2.4972 1.3443 1.0125  -0.308

***

C9H19CdNO2 | the ωB97M-V functional and the def2-TZVPD basis

Values from the calculation:
- Net charge: +2
- Gap between HOMO and LUMO: 0.09724 Eh
- DFT total energy: -726.266397 Ha
- E_HOMO: -16.23 eV
- LUMO energy: -13.584 eV

Last column: natural (NBO) charge in e.
Atoms and positions in Å:
C1 -0.2966 -2.0983 2.7275  -0.633
C2 -0.6069 -1.1039 1.4475  -0.413
C3 -1.7274 -1.6991 0.4019  -0.426
C4 -2.0943 -0.7096 -0.8531  -0.417
C5 -0.8450 0.2942 -1.3038  -0.398
C6 -0.9223 1.7798 -0.6138  -0.327
C7 0.5101 2.5686 -0.4984  -0.466
C8 1.6810 1.7710 0.3258  -0.105
O1 2.7468 1.2037 -0.5407  -0.506
C9 2.8757 -0.2490 -0.3305  0.843
N1 2.5988 -1.3069 -1.4140  -0.778
O2 3.2789 -0.7470 0.8682  -0.493
H1 -1.1776 -2.1963 3.4914  0.244
H2 0.0390 -3.1551 2.3395  0.238
H3 0.6266 -1.6281 3.3053  0.244
H4 0.4161 -1.0474 0.8345  0.182
H5 -0.9822 -0.0270 1.7605  0.191
H6 -1.2606 -2.7067 -0.0360  0.235
H7 -2.7415 -2.0287 0.9282  0.269
H8 -2.3054 -1.4056 -1.7939  0.257
H9 -3.0301 -0.0257 -0.6936  0.221
H10 -1.0006 0.4648 -2.4747  0.100
H11 0.2092 -0.2048 -1.1828  0.267
H12 -1.6271 2.4399 -1.2953  -0.017
H13 -1.3984 1.7360 0.4696  0.307
H14 0.3019 3.5731 0.1112  0.274
H15 0.9701 2.9072 -1.5276  0.223
H16 1.2930 0.9364 1.0492  0.251
H17 2.2179 2.5867 1.0115  0.275
H18 1.7224 -1.8154 -1.0911  0.393
H19 2.2584 -0.7360 -2.2393  0.361
Cd1 -1.7301 2.6292 -3.1833  1.604

***

C38H33Cl2N4O2PSSe2W | the ωB97M-V functional and the def2-TZVPD basis

Values from the calculation:
- Net charge: +2
- Gap between HOMO and LUMO: 0.24865 Eh
- DFT total energy: -8366.756525 Ha
- E_HOMO: -12.72 eV
- LUMO energy: -5.953 eV
- Energy relative to the best compared isomer or geometry (same formula, charge and spin): 0.0 kcal per mole

Last column: Löwdin charge in e.
Atoms and positions in Å:
W1 0.8525 0.6700 -0.5918  1.064
N1 3.1695 -2.8671 -1.5109  0.241
C1 2.3619 -1.9709 -0.9629  -0.503
O1 1.9526 -0.9912 -1.6351  -0.158
C2 1.9254 -2.1229 0.4568  -0.130
C3 1.1619 -0.8779 0.8994  -0.287
H1 3.4268 -2.7962 -2.4827  0.138
H2 3.4902 -3.6642 -0.9870  0.137
H3 2.7811 -2.3652 1.0915  0.140
H4 1.2753 -2.9988 0.4768  0.102
H5 1.7825 -0.2910 1.5840  0.019
H6 0.2947 -1.1461 1.4984  0.023
Cl1 1.6858 3.4621 -1.0745  0.833
C4 0.2951 4.3973 -0.6432  -0.620
C5 0.3131 5.7671 -0.8193  -0.078
C6 -0.8192 6.4861 -0.4749  -0.039
C7 -1.9395 5.8472 0.0329  -0.078
C8 -1.9326 4.4733 0.2051  -0.664
Cl2 -3.3340 3.6955 0.8391  0.741
C9 -0.8019 3.7208 -0.1327  -0.602
S1 -0.8123 1.9753 0.1482  0.653
H7 1.1899 6.2571 -1.2183  0.119
H8 -0.8286 7.5591 -0.6077  0.124
H9 -2.8228 6.4105 0.2983  0.119
O2 2.1064 1.6097 -3.1530  -0.100
N2 0.8942 1.0108 -2.7694  -0.173
C10 0.1530 0.6717 -3.7559  -0.039
C11 -1.0835 -0.1003 -3.8123  -0.176
C12 -1.6195 -0.1920 -5.1040  -0.012
C13 -2.7170 -0.9811 -5.3825  -0.027
C14 -3.2870 -1.7327 -4.3649  -0.017
C15 -2.7651 -1.6547 -3.0828  -0.083
C16 -1.6838 -0.8323 -2.7776  -0.285
P1 -1.1652 -0.7906 -1.0309  1.015
C17 -0.9338 -2.5731 -0.7253  -0.347
C18 -1.3156 -3.1766 0.4692  -0.077
C19 -1.0357 -4.5184 0.6959  -0.049
C20 -0.3784 -5.2688 -0.2693  -0.055
C21 -0.0112 -4.6764 -1.4703  -0.063
C22 -0.2863 -3.3367 -1.6993  -0.107
C23 -2.6784 -0.3445 -0.1159  -0.401
C24 -2.5958 -0.3268 1.2770  -0.169
C25 -3.6973 0.0051 2.0452  -0.057
C26 -4.8948 0.3474 1.4292  -0.063
C27 -4.9682 0.3844 0.0461  -0.061
C28 -3.8655 0.0451 -0.7277  -0.077
H10 2.3829 1.2073 -3.9915  0.118
H11 0.5127 0.9754 -4.7393  0.146
H12 -1.1520 0.3637 -5.9082  0.123
H13 -3.1108 -1.0261 -6.3883  0.124
H14 -4.1327 -2.3765 -4.5647  0.125
H15 -3.2157 -2.2448 -2.2939  0.127
H16 -1.8518 -2.6186 1.2227  0.092
H17 -1.3446 -4.9777 1.6253  0.117
H18 -0.1720 -6.3158 -0.0926  0.117
H19 0.4789 -5.2626 -2.2370  0.115
H20 0.0061 -2.8889 -2.6406  0.114
H21 -1.6491 -0.5179 1.7698  0.068
H22 -3.6172 0.0124 3.1243  0.115
H23 -5.7591 0.6044 2.0264  0.117
H24 -5.8872 0.6835 -0.4399  0.117
H25 -3.9473 0.1012 -1.8030  0.102
Se1 2.8018 1.6278 4.3161  0.733
Se2 1.9847 2.4820 2.3187  0.668
C29 3.3699 1.8161 1.1390  -0.655
C30 4.6824 2.1458 1.4441  -0.098
C31 5.7044 1.7347 0.6106  -0.011
C32 5.3748 1.0337 -0.5393  -0.018
C33 4.0490 0.7675 -0.7954  -0.122
N3 3.0436 1.1251 0.0294  -0.130
C34 1.4033 0.4131 4.8677  -0.655
C35 1.3153 0.2013 6.2384  -0.105
C36 0.3738 -0.7012 6.6994  -0.043
C37 -0.4495 -1.3352 5.7801  -0.047
C38 -0.2861 -1.0324 4.4408  -0.136
N4 0.6274 -0.1747 3.9772  0.035
H26 4.8884 2.7357 2.3253  0.101
H27 6.7324 1.9796 0.8413  0.129
H28 6.1292 0.7087 -1.2411  0.121
H29 3.7609 0.2585 -1.6992  0.094
H30 1.9580 0.7395 6.9229  0.105
H31 0.2753 -0.8967 7.7585  0.121
H32 -1.2043 -2.0416 6.0942  0.112
H33 -0.9144 -1.5052 3.6908  0.093

***

C15H25O4PV | the ωB97M-V functional and the def2-TZVPD basis

Values from the calculation:
- Net charge: +3
- Gap between HOMO and LUMO (alpha / beta): 0.22187 / 0.15364 Eh
- DFT total energy: -2171.599751 Ha
- Spin multiplicity: 3
- <S²>: 2.018
- E_HOMO (alpha / beta): -19.29 / -19.39 eV
- LUMO energy (alpha / beta): -13.252 / -15.211 eV
- Energy relative to the best compared isomer or geometry (same formula, charge and spin): 0.0 kcal per mole

Last column: natural (NBO) charge in e.
Atoms and positions in Å:
V1 0.2791 -0.0376 0.2209  -0.106
O1 1.9272 -1.6937 -1.8450  -0.303
C1 1.3548 -1.0456 -1.0559  0.582
C2 -1.1518 0.9603 1.1059  0.584
O2 -2.0247 1.5334 1.6252  -0.310
C3 -1.0812 -1.2908 -0.2900  0.593
O3 -1.8569 -2.1304 -0.5284  -0.270
C4 0.9393 1.6112 -0.4929  0.591
O4 1.4176 2.6198 -0.8392  -0.268
C5 -2.4148 1.2698 -4.1318  0.007
H1 -1.5461 1.7623 -4.5859  0.245
H2 -2.6000 0.2266 -4.4160  0.245
C6 -3.2373 1.9266 -3.2981  0.011
H3 -4.1247 1.4446 -2.8700  0.246
H4 -3.0708 2.9794 -3.0398  0.246
C7 3.9512 -0.2822 0.8823  -0.618
C8 3.2068 -1.1570 1.8957  -0.498
C9 4.0223 -1.2650 3.1899  -0.626
P1 1.4154 -0.6863 2.1317  1.126
C10 0.5058 -2.1886 2.7807  -0.479
C11 1.3201 -3.0882 3.7159  -0.620
C12 -0.8565 -1.8356 3.3783  -0.618
C13 1.3496 0.6545 3.4401  -0.487
C14 1.5543 0.1907 4.8916  -0.624
C15 2.2957 1.8026 3.0684  -0.617
H5 3.9833 0.7697 1.1972  0.226
H6 3.5195 -0.3326 -0.1236  0.189
H7 4.9882 -0.6414 0.8111  0.274
H8 3.1033 -2.1696 1.4674  0.247
H9 4.2796 -0.2845 3.6095  0.228
H10 3.5283 -1.8592 3.9633  0.234
H11 4.9686 -1.7752 2.9590  0.269
H12 0.3214 -2.7577 1.8527  0.228
H13 1.5208 -2.6021 4.6780  0.236
H14 0.7421 -3.9977 3.9338  0.269
H15 2.2729 -3.4019 3.2754  0.233
H16 -1.4465 -1.1673 2.7374  0.181
H17 -1.4342 -2.7634 3.5008  0.268
H18 -0.7592 -1.3703 4.3659  0.243
H19 0.3103 1.0168 3.3519  0.227
H20 2.5699 -0.1892 5.0635  0.237
H21 1.4155 1.0531 5.5648  0.268
H22 0.8384 -0.5758 5.2147  0.224
H23 2.1276 2.1601 2.0424  0.185
H24 2.1200 2.6548 3.7441  0.269
H25 3.3520 1.5148 3.1649  0.234

***

C3H5F2OP | the ωB97M-V functional and the def2-TZVPD basis

Values from the calculation:
- Net charge: 0
- Gap between HOMO and LUMO: 0.35198 Eh
- DFT total energy: -733.578013 Ha
- E_HOMO: -8.68 eV
- LUMO energy: 0.898 eV
- Energy relative to the best compared isomer or geometry (same formula, charge and spin): 13.0 kcal per mole

Last column: natural (NBO) charge in e.
Atoms and positions in Å:
C1 0.4093 0.3502 -0.3113  0.332
C2 1.5874 0.8505 -1.1151  -0.683
C3 0.1986 -0.7861 0.3594  -0.063
O1 -0.7358 1.0308 -0.1241  -0.750
F1 -2.0396 -1.7360 1.6711  -0.607
F2 0.9563 -1.7533 0.8087  -0.302
P1 -1.5252 -0.4106 0.7644  1.450
H1 1.8845 0.0864 -1.7850  0.237
H2 2.3359 0.7873 -0.4136  0.243
H3 1.1458 1.7775 -1.5790  0.253
H4 -1.7486 0.3339 1.8159  -0.058
H5 -2.4685 -0.5306 -0.0916  -0.053

***

Repeat the second record exactly.
C12H10N4O7RuSe | the ωB97M-V functional and the def2-TZVPD basis

Values from the calculation:
- Net charge: 0
- Gap between HOMO and LUMO (alpha / beta): 0.30297 / 0.27713 Eh
- DFT total energy: -3705.126335 Ha
- Spin multiplicity: 5
- <S²>: 6.018
- E_HOMO (alpha / beta): -8.80 / -9.38 eV
- LUMO energy (alpha / beta): -0.554 / -1.844 eV

Last column: natural (NBO) charge in e.
Atoms and positions in Å:
Ru1 0.1758 0.3552 0.1656  1.331
O1 -1.1718 -1.5935 -3.1339  -0.593
C1 -0.6853 -0.8280 -2.3244  0.630
N1 -0.4711 -1.0778 -1.0089  -0.619
C2 -0.8869 -2.3398 -0.4319  -0.263
C3 -0.5272 -2.3425 1.0313  0.240
C4 -0.6864 -3.4558 1.8394  -0.238
C5 -0.3101 -3.3852 3.1690  -0.131
C6 0.2314 -2.2080 3.6641  -0.247
C7 0.3691 -1.1310 2.8143  0.085
N2 -0.0196 -1.2029 1.5328  -0.460
C8 -0.2164 0.5593 -2.6998  0.128
C9 -0.2334 1.0145 -3.9984  -0.202
C10 0.2540 2.2892 -4.2564  -0.140
C11 0.7489 3.0514 -3.2125  -0.231
C12 0.7366 2.5323 -1.9273  0.075
N3 0.2466 1.3154 -1.6893  -0.436
H1 -0.3984 -3.1797 -0.9346  0.233
H2 -1.9654 -2.4898 -0.5507  0.229
H3 -1.0947 -4.3647 1.4190  0.231
H4 -0.4277 -4.2466 3.8128  0.228
H5 0.5535 -2.1178 4.6910  0.240
H6 0.8047 -0.1916 3.1351  0.257
H7 -0.6183 0.3626 -4.7697  0.254
H8 0.2561 2.6780 -5.2658  0.229
H9 1.1512 4.0405 -3.3765  0.238
H10 1.1317 3.0757 -1.0758  0.260
O2 2.4668 0.6064 0.5611  -1.065
Se1 2.1859 1.9206 1.5333  2.725
O3 2.6251 3.3117 0.8686  -1.013
O4 0.4277 1.8530 1.3694  -0.983
O5 2.5057 1.6479 3.0793  -1.009
O6 -2.3164 2.0588 3.0664  -0.231
N4 -2.3444 2.1379 1.8908  0.556
O7 -2.4972 1.3443 1.0125  -0.308

***

Which formula does entry 1 have?
C5H11N

***

The highest DFT total energy belongs to which entry?
C5H11N

***

Which of these has the highest net charge?
C15H25O4PV